Entry 1:
Below is 6 unconnected molecules or ions with the total composition C15H40ClN5O5 at a distorted geometry, with properties calculated with ωB97M-V/def2-TZVPD.

```
66
C15H40ClN5O5 | the Open Molecules 2025 dataset | ωB97M-V/def2-TZVPD
C 7.195 3.114 0.638
C 5.828 3.644 1.130
O 5.559 3.714 2.275
N 4.831 4.105 0.100
H 5.236 4.486 -0.743
H 4.371 3.232 -0.117
C 3.895 5.266 0.602
H 7.523 2.547 1.509
H 7.799 4.000 0.444
H 7.047 2.515 -0.260
H 3.104 5.472 -0.120
H 4.447 6.154 0.912
H 3.393 4.930 1.509
C -5.120 2.924 0.991
C -5.255 4.423 1.163
O -5.663 5.068 2.131
N -5.094 5.174 -0.203
H -5.279 4.476 -0.909
H -5.828 5.865 -0.264
C -3.605 5.705 -0.285
H -5.849 2.369 1.581
H -4.151 2.641 1.403
H -5.151 2.517 -0.020
H -3.570 6.538 -0.986
H -3.076 4.921 -0.828
H -3.080 5.757 0.669
C 2.407 -5.005 -3.536
C 2.747 -4.244 -2.302
O 2.861 -4.747 -1.178
N 2.932 -2.711 -2.576
H 2.641 -2.529 -3.525
H 2.353 -2.216 -1.913
C 4.367 -2.238 -2.395
H 2.329 -6.017 -3.138
H 3.220 -4.957 -4.261
H 1.497 -4.685 -4.043
H 4.307 -1.302 -1.839
H 4.808 -2.261 -3.392
H 4.825 -2.903 -1.663
C 1.508 -4.415 4.878
C 0.745 -3.153 4.358
O 0.209 -3.070 3.293
N 0.782 -1.865 5.299
H 0.334 -2.223 6.131
H 1.740 -1.567 5.412
C -0.202 -0.742 4.875
H 2.550 -4.570 4.595
H 0.962 -5.239 4.418
H 1.513 -4.672 5.937
H -0.201 0.088 5.582
H -1.163 -1.257 4.856
H 0.226 -0.489 3.905
C -4.404 -2.505 -1.134
C -3.981 -3.095 -2.423
O -3.383 -4.162 -2.635
N -4.262 -2.266 -3.712
H -4.505 -1.350 -3.363
H -3.411 -2.179 -4.248
C -5.400 -2.785 -4.662
H -3.769 -1.624 -1.042
H -4.339 -3.208 -0.303
H -5.443 -2.188 -1.222
H -5.299 -2.329 -5.647
H -6.363 -2.480 -4.254
H -5.281 -3.867 -4.725
Cl 0.035 1.474 -0.732
```

Output
* ΔE to the lowest compared entry with this formula, charge and spin: 24.3 kcal/mol
* net charge: +4
* HOMO level: -15.0 eV

Atom charges from the natural (NBO) analysis, given in e for atoms 1 to 2: atom 1 (C): -0.71, atom 2 (C): 0.70



Entry 2:
Below is a gas-phase ion, C3H6ClN2O2 (charge +1) at a distorted geometry, with properties calculated with ωB97M-V/def2-TZVPD.

```
14
C3H6ClN2O2 | the Open Molecules 2025 dataset | ωB97M-V/def2-TZVPD
N -0.055 1.717 0.520
C -0.144 0.511 -0.541
C 1.421 -0.169 -0.398
O 2.363 0.516 -0.589
O 1.302 -1.478 -0.142
C -0.038 -1.777 0.214
N -0.888 -0.523 0.056
Cl -2.490 -0.816 -0.748
H -0.801 2.328 0.394
H 0.814 2.170 0.474
H -0.182 1.268 1.513
H -0.411 0.868 -1.558
H -0.356 -2.088 1.249
H -0.534 -2.529 -0.444
```

Output
* ΔE to the lowest compared entry with this formula, charge and spin: 43.3 kcal/mol
* net charge: +1
* HOMO level: -14.6 eV
* SMILES string: [NH3+][C@H]1C(=O)OCN1Cl

Atom charges from the natural (NBO) analysis, given in e for atoms 1 to 2: atom 1 (N): -0.69, atom 2 (C): -0.01



Entry 3:
Below is 2 unconnected molecules or ions with the total composition C5H10O at a distorted geometry, with properties calculated with ωB97M-V/def2-TZVPD.

```
16
C5H10O | the Open Molecules 2025 dataset | ωB97M-V/def2-TZVPD
C -0.038 0.694 2.147
C 1.298 0.740 1.561
C 1.860 1.737 0.734
H 0.005 1.046 3.182
H -0.342 -0.347 2.038
H -0.724 1.254 1.515
H 2.014 0.003 1.905
H 2.868 1.606 0.355
H 1.312 2.598 0.384
O -1.028 -1.642 -0.170
C -0.668 -1.462 -1.305
C -1.582 -1.218 -2.455
H 0.410 -1.447 -1.582
H -1.321 -0.287 -2.955
H -1.440 -2.005 -3.207
H -2.624 -1.268 -2.145
```

Output
* spin multiplicity: 2
* ΔE to the lowest compared entry with this formula, charge and spin: 18.5 kcal/mol
* net charge: +1
* HOMO level (spin up / spin down): -13.3 / -13.3 eV

Atom charges from the natural (NBO) analysis, given in e for atoms 1 to 2: atom 1 (C): -0.73, atom 2 (C): 0.18



Entry 4:
Below is 2 unconnected molecules or ions with the total composition C4H10N2 at a distorted geometry, with properties calculated with ωB97M-V/def2-TZVPD.

```
16
C4H10N2 | the Open Molecules 2025 dataset | ωB97M-V/def2-TZVPD
C 4.527 -0.597 3.905
C 4.237 0.329 2.999
N 3.794 0.087 1.714
H 4.499 -1.671 3.738
H 4.561 -0.369 4.957
H 4.087 1.354 3.301
H 3.705 -0.845 1.356
H 3.258 0.786 1.238
C -4.078 -0.597 -1.905
C -4.287 -0.118 -3.143
N -3.746 0.981 -3.794
H -3.527 -0.174 -1.079
H -4.351 -1.650 -1.918
H -5.126 -0.524 -3.689
H -4.381 1.413 -4.441
H -3.172 1.596 -3.239
```

Output
* ΔE to the lowest compared entry with this formula, charge and spin: 50.7 kcal/mol
* HOMO level: -8.1 eV
* SMILES string: C=CN.C=CN

Atom charges from the natural (NBO) analysis, given in e for atoms 1 to 2: atom 1 (C): -0.54, atom 2 (C): 0.02